No. 1
This record from OMol25 describes C42H44Cl2FN6O2RbSb2Se as an isolated structure. The level of theory is the ωB97M-V functional and the def2-TZVPD basis.

Geometry (Å):
Rb  1.75175  0.00003  0.14924
Cl  5.29442  0.20100  6.11852
C  4.99605  0.55897  4.43702
C  4.50080  -0.44196  3.61996
C  4.23967  -0.23719  2.26611
N  3.83668  -1.33094  1.49342
C  2.70864  -1.91491  1.77604
O  1.77395  -1.52432  2.52995
C  2.39903  -3.20189  1.04644
C  2.46746  -4.41392  1.73411
C  2.04596  -5.56839  1.10511
C  1.55205  -5.48314  -0.19155
C  1.51582  -4.23699  -0.79191
N  1.92994  -3.12088  -0.19787
C  4.48895  1.04977  1.70930
C  5.00248  2.03970  2.55906
C  5.24002  1.81153  3.90185
Cl  5.82884  3.10926  4.90320
N  4.13012  1.30844  0.40089
C  4.79837  2.17165  -0.33891
O  5.87715  2.75967  -0.12097
C  4.14523  2.46867  -1.68320
C  4.49241  3.66959  -2.30931
C  3.97759  3.96479  -3.55599
C  3.15161  3.03201  -4.17127
C  2.86850  1.86516  -3.48220
N  3.31982  1.59156  -2.26031
H  4.31927  -1.42322  4.03913
H  2.84156  -4.42572  2.74957
H  2.09232  -6.52410  1.61383
H  1.20824  -6.35975  -0.72443
H  1.12662  -4.11858  -1.79897
H  5.19543  3.01865  2.14687
H  5.16865  4.33601  -1.79363
H  4.21872  4.89638  -4.05449
H  2.73720  3.20860  -5.15552
H  2.24430  1.10251  -3.93820
C  -2.30114  3.45943  -0.33212
Sb  -0.60915  2.26731  -0.97246
C  0.75242  3.85946  -0.46440
C  -0.75167  2.89575  -3.06917
C  -1.88510  2.34880  -3.87416
C  -3.00366  3.15710  -4.07486
C  -4.09296  2.75186  -4.83029
C  -4.06779  1.49829  -5.42625
C  -2.96956  0.68085  -5.23973
C  -1.86497  1.05818  -4.45764
C  -0.80110  0.08303  -4.21560
Sb  -1.17423  -1.14235  -2.20572
C  -1.70759  -3.01835  -3.18606
C  -3.25720  -0.56674  -2.18223
H  -2.26587  4.43094  -0.82604
H  -2.23280  3.60183  0.74660
H  -3.24266  2.96536  -0.57241
H  0.32877  4.82826  -0.72896
H  1.70167  3.71816  -0.98249
H  0.93018  3.82303  0.61110
H  0.21609  2.64327  -3.50625
H  -0.82749  3.98256  -3.00571
H  -3.00688  4.14953  -3.63424
H  -4.93780  3.41662  -4.96573
H  -4.90906  1.15528  -6.01765
H  -2.94824  -0.30195  -5.70018
H  0.17314  0.53253  -4.03446
H  -0.72363  -0.66106  -5.00962
H  -2.43175  -2.85230  -3.98416
H  -2.15221  -3.66447  -2.42700
H  -0.82763  -3.51402  -3.59819
H  -3.68972  -0.64029  -3.17704
H  -3.37556  0.45873  -1.82523
H  -3.77021  -1.24590  -1.50212
C  -3.00505  1.13441  3.27972
N  -1.94973  0.38360  3.91157
C  -1.96253  -0.98401  4.11469
C  -0.78631  -1.31101  4.67801
N  -0.06131  -0.14759  4.83085
C  1.29678  -0.07347  5.32413
C  -0.76769  0.89317  4.34576
Se  -0.30100  2.66639  4.43598
H  -3.94712  0.97468  3.80573
H  -3.12112  0.82817  2.23947
H  -2.73805  2.18766  3.31638
H  -2.79732  -1.59835  3.83140
H  -0.39943  -2.27342  4.95789
H  1.38809  -0.67166  6.23150
H  1.53503  0.96314  5.54707
H  1.97325  -0.44779  4.55766
F  -5.67649  -5.12380  2.15511
C  -4.73412  -4.25423  1.65518
C  -3.41392  -4.66111  1.55671
C  -2.46201  -3.76664  1.11115
C  -2.78185  -2.42896  0.74814
C  -1.77640  -1.51412  0.34352
C  -4.15985  -2.09094  0.82037
C  -5.11619  -2.98293  1.27998
H  -3.14042  -5.67179  1.83637
H  -1.42056  -4.06758  1.05834
H  -0.76360  -1.72234  0.68099
H  -2.04582  -0.45913  0.37539
H  -4.46984  -1.08825  0.54375
H  -6.15570  -2.68888  1.36680

## Properties
Largest force on an atom, eV Å⁻¹: 1.0
Orbital gap, eV: 4.74
Total charge: -2
Electronic energy, eV: -164144.186

***

No. 2
This record from OMol25 describes C16H43AlBr3FN6O5P2 as an isolated structure. The level of theory is the ωB97M-V functional and the def2-TZVPD basis.

Geometry (Å):
Al  -0.19277  2.33492  -0.57847
F  0.60881  -0.03254  0.53119
C  1.53021  -3.09273  2.40442
Br  3.13710  -4.22467  2.54889
Br  0.91379  -2.62526  4.19002
Br  0.00057  -3.88964  1.37496
H  1.76929  -2.20541  1.83070
O  2.33000  1.35339  -1.51662
P  3.56709  0.56054  -1.49219
N  4.76052  1.26032  -2.52411
C  4.91618  0.76826  -3.91219
C  5.14332  2.64871  -2.24377
N  3.48161  -1.05538  -1.98561
C  4.52994  -2.06987  -1.87877
C  2.16353  -1.60916  -2.30508
N  4.47472  0.58431  -0.05375
C  5.76939  -0.06146  0.12089
C  3.74078  0.69707  1.22044
H  4.76894  1.60037  -4.59924
H  4.24626  -0.07573  -4.03534
H  5.93341  0.39953  -4.07045
H  5.56050  2.69893  -1.24194
H  4.40335  3.41331  -2.47907
H  5.98475  2.73122  -2.93922
H  4.33272  -2.96865  -2.45484
H  5.45550  -1.61846  -2.23041
H  4.58042  -2.33783  -0.81799
H  1.65634  -1.72151  -1.33828
H  1.60651  -0.87680  -2.89493
H  2.18005  -2.51185  -2.90809
H  6.47083  0.63420  0.58991
H  5.67785  -0.94222  0.75860
H  6.15220  -0.24045  -0.87852
H  2.85672  1.31765  1.09438
H  4.44271  1.06305  1.96680
H  3.42123  -0.32146  1.46971
O  -2.60748  0.87116  -0.21706
P  -3.61202  -0.15987  -0.42853
N  -2.82510  -1.47013  -1.22740
C  -1.49550  -1.67154  -0.77063
C  -3.41614  -2.47952  -2.06609
N  -4.93111  0.18063  -1.37418
C  -4.75449  0.64487  -2.76228
C  -6.05766  0.77994  -0.66176
N  -4.17197  -0.76902  1.01494
C  -4.94360  -2.03167  1.07173
C  -3.45087  -0.39982  2.23382
H  -1.34448  -1.90901  0.29174
H  -0.82354  -0.82738  -0.99716
H  -0.97401  -2.45938  -1.32206
H  -4.47902  -2.32628  -2.23615
H  -3.33311  -3.48951  -1.64848
H  -2.84351  -2.47813  -2.99995
H  -4.84103  1.72156  -2.89176
H  -3.86113  0.21084  -3.20990
H  -5.55079  0.20306  -3.36708
H  -6.52354  0.09363  0.04559
H  -5.83658  1.65593  -0.04046
H  -6.80917  1.13475  -1.36509
H  -5.45530  -2.08331  2.02973
H  -5.72365  -1.98330  0.31295
H  -4.22062  -2.83694  0.93676
H  -3.09222  0.62428  2.20532
H  -2.66577  -1.14635  2.41014
H  -4.05313  -0.49301  3.14208
C  -0.21806  0.81354  3.58826
O  -1.20528  1.59995  4.29044
C  -1.63621  2.65001  3.61318
O  -1.59446  2.82051  2.42400
O  -2.22291  3.44425  4.49505
C  -2.65514  4.75484  4.18807
H  -0.61267  0.45928  2.63592
H  0.13493  -0.02363  4.17843
H  0.63213  1.46298  3.37991
H  -3.39678  5.11246  4.89865
H  -3.14567  4.84408  3.21701
H  -1.75769  5.37056  4.26026

## Properties
Largest force on an atom, eV Å⁻¹: 3.2
Orbital gap, eV: 2.06
Total charge: +2
Energy above the lowest of the compared OMol25 structures with the same formula, charge and spin, kcal per mole: 0.00
Electronic energy, eV: -274469.101

***

No. 3
This record from OMol25 describes a 2-piece molecular cluster, C2NO2 overall. The level of theory is the ωB97M-V functional and the def2-TZVPD basis.

Geometry (Å):
C  0.70864  -0.64288  1.11566
C  -0.67334  0.76790  -1.04817
N  1.18530  -1.50316  1.75108
O  -0.47843  1.92778  -0.87815
O  -0.98641  -0.36501  -1.28653

## Properties
Largest force on an atom, eV Å⁻¹: 4.0
Orbital gap, eV: 7.96
Total charge: -1
Energy above the lowest of the compared OMol25 structures with the same formula, charge and spin, kcal per mole: 0.00
Electronic energy, eV: -7660.052

***

No. 4
This record from OMol25 describes one molecule with the formula C5H12NS2. The level of theory is the ωB97M-V functional and the def2-TZVPD basis.

Geometry (Å):
C  1.09835  1.40953  -0.21678
C  0.84000  2.66935  0.65297
S  1.10100  2.49750  2.44426
C  -0.10917  0.45674  -0.23079
N  0.38805  -0.91903  0.04244
C  -0.14306  -2.01886  -0.77006
C  -1.62504  -2.35747  -0.49365
S  -2.34570  -3.29693  -1.84138
H  1.28928  1.79836  -1.22101
H  2.05377  0.97380  0.07317
H  1.63051  3.37427  0.36912
H  -0.12821  3.11670  0.45005
H  0.73982  1.27726  2.76125
H  -0.60026  0.45896  -1.20093
H  -0.86486  0.69761  0.52181
H  0.23743  -1.12654  1.01809
H  0.55187  -2.83616  -0.59462
H  -0.12039  -1.71972  -1.81453
H  -2.20317  -1.43957  -0.32567
H  -1.79022  -3.01580  0.37629

## Properties
<S²>: 0.7527
Largest force on an atom, eV Å⁻¹: 1.7
Orbital gap (spin up / spin down), eV: 9.58 / 6.70
2S+1: 2
Total charge: 0
Energy above the lowest of the compared OMol25 structures with the same formula, charge and spin, kcal per mole: 0.76
Electronic energy, eV: -28538.219

***

No. 5
This record from OMol25 describes a 2-piece molecular cluster, C4H7NO2 overall. The level of theory is the ωB97M-V functional and the def2-TZVPD basis.

Geometry (Å):
C  -1.73641  0.37118  0.11495
C  1.57494  0.89291  0.25480
C  -0.42862  -0.31529  -0.16983
C  -0.17350  -1.56137  0.27413
O  1.94249  0.78548  -0.89576
O  -0.08807  -0.14971  -1.70756
N  1.96260  1.03095  1.40946
H  0.62600  -0.21402  -2.36139
H  2.67478  1.66139  1.73142
H  -2.49415  0.04224  -0.59487
H  -2.07509  0.18443  1.13238
H  -1.63652  1.44337  -0.05078
H  -0.93834  -2.15272  0.74900
H  0.78989  -2.01882  0.11405

## Properties
Largest force on an atom, eV Å⁻¹: 6.4
Orbital gap (spin up / spin down), eV: 8.21 / 8.21
Total charge: 0
Energy above the lowest of the compared OMol25 structures with the same formula, charge and spin, kcal per mole: 127.15
SMILES: C=C(C)O.N=C=O
Electronic energy, eV: -9841.766

***

Q: Which of these has the highest total charge?
A: C16H43AlBr3FN6O5P2